{
  "formula": "C6H10",
  "method": "ωB97M-V/def2-TZVPD",
  "elements": ["H", "H", "H", "C", "C", "H", "C", "H", "H", "H", "H", "H", "C", "C", "H", "C"],
  "xyz": [[1.350175, 1.667438, 0.977044], [-1.350888, 0.255496, -1.674198], [-0.984293, 1.389920, 0.727394], [0.700383, -0.641429, -1.393567], [1.074774, 0.712944, 0.520385], [-0.528499, -1.623482, 1.108715], [-0.460841, 0.260257, -1.041618], [1.628647, -0.082977, 1.036314], [0.830665, -1.499120, -0.732839], [0.766268, -0.913048, -2.447380], [0.088308, 1.286418, -1.392215], [-2.098996, -0.801464, 1.133081], [-0.456995, 0.461936, 0.477846], [-1.026552, -0.670872, 1.320914], [-0.895118, -0.458842, 2.388092], [1.362966, 0.656826, -1.007974]],
  "forces_ev_per_a": [[-0.054, -0.151, -0.081], [0.152, 0.015, 0.076], [0.090, -0.125, -0.040], [0.038, -0.099, -0.049], [0.074, 0.069, 0.084], [-0.068, 0.148, 0.021], [-0.255, -0.087, -0.029], [-0.057, 0.093, -0.102], [0.004, 0.151, -0.061], [-0.011, 0.063, 0.172], [-0.067, 0.089, -0.001], [0.142, 0.027, 0.025], [-0.009, 0.044, -0.006], [-0.001, -0.055, 0.002], [-0.017, -0.024, -0.149], [0.038, -0.159, 0.136]],
  "nbo_charge": [0.21, 0.25, 0.21, -0.50, -0.49, 0.20, -0.35, 0.21, 0.21, 0.22, 0.27, 0.21, -0.21, -0.61, 0.21, -0.04],
  "relative_energy_kj_mol": 379.0,
  "multiplicity": 1,
  "orbital_gap_ev": 9.0
}

{
  "formula": "C3H10N5",
  "method": "ωB97M-V/def2-TZVPD",
  "elements": ["H", "N", "N", "H", "C", "C", "H", "C", "H", "H", "H", "N", "H", "N", "H", "N", "H", "H"],
  "xyz": [[-1.747061, 0.285505, -2.476219], [0.849575, 0.204707, 0.825012], [-1.590104, -0.279299, 3.275469], [3.232448, -0.178378, -0.301087], [2.574735, 0.095674, -1.102996], [1.012743, 0.143552, -0.441674], [2.594658, -0.628585, -1.903803], [-0.714151, 0.018688, -2.535985], [-0.612083, -0.966496, -2.890929], [-2.270227, -1.037528, 3.149189], [-0.956653, -0.090235, 1.938203], [-0.162087, 0.207362, -1.116394], [-1.066607, -0.669607, 4.155015], [-0.522001, 0.259587, 0.974039], [-0.216085, 0.747698, -3.262946], [-1.113752, 0.322437, -0.150533], [2.641396, 0.975897, -1.602589], [-1.934744, 0.589020, 3.468229]],
  "forces_ev_per_a": [[-0.557, 0.114, 0.215], [-1.637, -0.412, 1.562], [2.707, -5.130, 1.362], [0.359, 0.403, 0.177], [-4.527, -2.468, 1.576], [4.540, -0.214, -3.211], [-0.109, -0.661, 0.077], [1.740, 2.750, 0.154], [0.388, -1.279, -0.017], [-0.396, 0.975, -0.050], [-0.431, 0.681, 0.862], [-2.067, 0.104, 1.078], [-0.862, 1.418, -2.177], [2.423, 0.138, -2.094], [-0.488, -1.042, 1.237], [-0.284, -0.959, -0.867], [0.922, 3.019, -0.793], [-1.721, 2.563, 0.909]],
  "nbo_charge": [0.25, -0.25, -1.04, 0.26, -0.58, 0.39, 0.23, -0.40, 0.24, 0.41, 0.45, -0.17, 0.42, -0.12, 0.24, 0.05, 0.23, 0.40],
  "charge": 1,
  "relative_energy_kj_mol": 206.4,
  "multiplicity": 1,
  "orbital_gap_ev": 12.0
}

{
  "formula": "C25H74O16",
  "method": "ωB97M-V/def2-TZVPD",
  "elements": ["H", "H", "C", "H", "O", "H", "H", "C", "C", "C", "C", "H", "C", "C", "H", "C", "H", "H", "H", "H", "H", "C", "H", "H", "O", "C", "H", "C", "H", "H", "H", "H", "H", "H", "O", "H", "H", "O", "H", "H", "H", "H", "H", "O", "C", "O", "H", "H", "C", "H", "H", "H", "H", "H", "H", "C", "C", "C", "O", "C", "H", "H", "H", "H", "H", "H", "H", "H", "H", "H", "C", "H", "H", "H", "C", "O", "O", "O", "H", "H", "H", "H", "H", "H", "H", "H", "H", "H", "O", "H", "H", "H", "H", "H", "H", "O", "H", "H", "H", "C", "O", "H", "C", "C", "C", "O", "C", "H", "H", "O", "C", "H", "O", "H", "H"],
  "xyz": [[1.897523, -4.143598, 2.949750], [0.425341, 1.412107, 1.329042], [1.095115, 4.497255, 2.108176], [5.520910, -3.245852, -0.406045], [0.787609, -5.511803, -2.903278], [3.041052, 3.528176, -1.450395], [2.073277, 1.448684, -1.266074], [-2.350037, 4.894663, 0.786969], [-4.959731, 1.382186, 0.853880], [1.208258, -2.525666, 4.266095], [-1.736431, 1.392910, 4.438063], [3.469161, -4.722865, -3.735285], [-2.422382, -4.187875, -2.563674], [0.858271, 0.076069, -3.884575], [-1.980412, -4.390776, -4.669023], [4.083325, -2.085333, 0.611278], [-2.632668, -1.698343, 0.236671], [-5.112923, 0.072951, -0.872816], [3.166690, -2.707220, 0.591013], [0.796680, 4.677056, 1.072804], [0.202743, 0.889380, -4.197261], [-1.531357, -1.915879, 0.060714], [6.175281, -2.748325, 1.131153], [0.206078, 0.529182, 4.020964], [-4.368051, 2.484658, -3.191650], [0.791393, -1.208923, 0.631648], [-2.489134, 4.001477, -1.106588], [0.717072, 3.075303, 2.457397], [-1.339901, -4.117631, -2.370324], [1.121659, 2.783589, 3.414695], [2.619856, 1.245495, -3.807277], [0.312884, -5.553588, -3.766771], [2.272845, -2.313328, 6.004376], [-1.462646, -3.023604, 0.178074], [3.648479, 1.571056, 0.277106], [-1.429318, 2.268001, 3.811668], [-1.232751, -1.759077, -0.983371], [1.632272, -1.863654, 5.480271], [0.318588, -3.112859, 4.502766], [-2.640268, -2.020396, -4.994371], [0.938651, -1.725955, 3.597248], [3.163833, -3.021121, 3.357005], [-4.399026, 0.391843, -3.365318], [-2.476216, 0.491600, 3.639540], [1.987635, 0.670410, -3.117731], [-1.648700, 2.221845, -3.170616], [-3.029578, -3.526184, -1.956620], [3.742484, -0.403574, -0.346944], [-2.614506, -3.759044, -4.025456], [-0.347199, 3.056032, 2.521548], [-1.660597, 0.531916, 1.742714], [0.521670, 5.209868, 2.732742], [3.941421, 4.441819, 0.614102], [2.152117, 4.625594, 2.226119], [-0.081040, -1.021754, 5.686526], [1.517330, -4.245747, -2.820542], [5.206825, -3.036013, 0.628250], [-5.719584, 0.364162, -0.027835], [-3.706047, 4.773497, 1.255630], [-0.647935, -1.076270, 1.016565], [1.936782, -4.355236, -1.798679], [4.953147, -4.065673, 1.061971], [1.342772, -0.432022, -4.780093], [-4.914945, 2.322630, 0.280839], [-2.375841, 1.784461, 5.227916], [5.468277, 1.979859, -0.428285], [1.451593, -0.760862, 1.416187], [-6.592597, 0.882812, -0.464355], [2.928230, 1.884494, 0.868328], [-0.418675, -1.406028, -3.618284], [-1.852690, 3.905689, -0.231784], [-0.859380, -1.488949, 2.000901], [-3.315650, 1.251224, -4.552146], [-1.659399, 4.768502, 1.605893], [2.261063, -3.479493, 3.737636], [-0.984749, 0.333235, 1.082244], [-3.711311, 0.870398, 1.300245], [0.183814, -0.872510, -3.061452], [-1.991369, 0.133291, -2.730938], [-3.853479, 3.217055, -3.489055], [2.275472, -3.836645, -4.789309], [0.946039, -0.521091, -0.271205], [0.871033, -3.355022, -2.644162], [1.108603, -2.175739, 0.381869], [-3.686693, 0.777210, 2.283667], [4.039238, -1.565433, 1.562971], [3.075463, -3.039557, -3.437742], [-4.195723, 4.202355, 0.686692], [-2.354236, -2.368975, -4.143167], [0.079967, 1.448723, 5.456746], [-2.661976, 1.291591, -1.585781], [-2.116257, 5.888942, 0.328996], [-1.941590, 2.880754, 0.002759], [-2.777710, -5.276849, -2.535951], [-0.785631, 2.265212, -2.708734], [4.284515, -1.199382, -0.446578], [2.541674, -0.109673, -2.630583], [5.217529, 2.451330, 1.317314], [-3.666565, -3.925415, -4.352458], [-3.725532, 1.290973, -3.478343], [-0.866192, -0.441604, 5.628416], [2.666018, -4.166838, 4.459723], [-0.463170, 0.739629, 4.879865], [-2.483884, 1.156150, -2.643667], [2.651881, -3.986042, -3.773867], [3.969763, 3.784109, -1.428558], [4.743924, 2.409727, 0.308176], [-0.866003, 4.095249, -0.696525], [-6.058044, -0.513575, 0.574972], [1.548656, 1.587172, -2.076262], [4.511600, 3.848864, -0.120884], [-2.553100, -0.345036, 4.100518], [1.174654, 2.078595, 1.549504], [-5.578077, 1.535188, 1.755821], [5.482874, 4.285693, -0.174042]],
  "forces_ev_per_a": [[-0.288, 0.293, -0.099], [1.051, 1.207, 0.385], [-0.672, -0.234, -0.310], [-0.255, 0.017, 0.152], [-0.121, 1.052, -1.542], [0.064, -0.112, 0.320], [-0.114, -0.022, -0.485], [0.987, 0.526, -0.305], [-1.179, -0.984, 0.550], [0.758, -1.013, 1.209], [0.494, 0.906, -0.939], [-0.558, 0.035, -0.110], [-0.138, -1.037, -1.631], [0.428, -0.700, -0.524], [0.046, 0.395, -0.030], [-0.573, -0.202, 0.996], [1.284, 0.065, -0.441], [0.307, -0.350, -0.119], [0.010, 0.552, -0.586], [0.198, 0.120, -0.015], [-0.251, -0.143, -0.282], [-1.228, 0.085, -0.092], [-1.176, 0.233, -0.301], [-0.572, -0.340, 0.160], [-1.743, -0.322, 0.374], [0.728, 3.535, -0.216], [-0.360, -0.006, -0.418], [0.233, -0.332, 0.015], [-0.562, -0.144, 0.472], [0.047, 0.213, 0.696], [0.048, -0.256, 0.090], [0.563, 0.094, 0.906], [0.598, -0.925, 0.214], [0.421, 0.762, 0.476], [-1.692, -0.416, 0.205], [-0.648, -0.763, 0.364], [-0.349, 0.381, 0.110], [-1.090, 1.149, -0.862], [-0.182, 0.095, -0.079], [-0.040, -0.252, 0.040], [0.039, 0.134, -0.455], [0.033, 0.645, -0.283], [0.379, 1.199, 0.116], [-0.441, 0.157, -0.661], [0.316, 1.203, 0.857], [0.588, -0.367, 0.606], [0.083, -0.157, 0.420], [0.186, 0.009, 0.275], [-1.104, -0.510, -0.040], [-0.888, -0.248, -0.062], [-0.238, -0.493, -0.104], [0.493, -0.375, -0.137], [-0.242, -0.221, -0.368], [0.593, 0.425, 0.009], [-0.263, 0.299, 0.256], [-0.189, -0.779, 2.524], [2.413, -2.694, 0.292], [-0.335, 0.460, 0.634], [1.570, 0.676, 0.255], [-1.275, -0.741, 0.216], [0.154, 0.058, -0.476], [0.082, 1.455, -0.420], [-0.711, 0.566, 0.786], [0.582, -0.221, 0.296], [0.235, -0.170, 0.393], [-0.417, 0.303, 0.724], [-0.356, -0.539, -0.419], [0.160, -0.314, 0.308], [0.137, -0.175, -0.148], [0.150, 0.366, 0.401], [-0.812, 0.492, -2.012], [0.291, -0.045, 0.425], [-0.841, 0.130, 1.114], [-0.212, 0.351, 0.934], [0.372, -0.175, -0.760], [1.030, -0.347, -0.696], [-0.096, 0.220, 0.250], [-0.218, -0.284, -0.585], [-0.540, 1.234, -0.224], [0.809, 0.582, -0.315], [0.252, -0.152, -0.083], [-0.202, -1.070, 0.869], [-0.030, -0.579, -0.904], [0.236, -1.404, -0.265], [-0.119, 0.297, -1.046], [-0.096, 0.400, 0.299], [0.126, 0.153, -0.141], [-0.369, -0.612, -0.760], [0.692, 0.388, 0.084], [0.553, 0.500, 1.051], [-0.248, 0.252, 0.395], [-0.721, -0.367, 0.627], [0.139, -1.258, 0.862], [0.600, 1.518, 0.419], [-0.673, -0.252, -0.102], [-0.407, 0.261, -0.676], [0.543, -0.535, -0.018], [-0.126, -0.339, -0.405], [0.534, -0.121, 0.266], [0.982, -1.685, -1.359], [0.987, 0.560, -0.752], [-0.304, -0.265, 0.919], [-0.596, -1.012, 0.205], [1.333, -0.806, -0.381], [-0.161, 0.174, -0.137], [0.089, 1.033, -0.334], [2.035, 0.469, 0.371], [-0.197, 0.175, 0.900], [0.345, 0.598, -0.620], [-0.213, -0.231, -0.180], [-1.035, -1.338, -0.223], [0.189, -0.248, 0.395], [-0.888, -0.732, -0.842], [0.046, 0.404, -0.422], [0.717, 0.556, -0.287]],
  "mulliken_charge": [0.38, -0.08, -1.46, 0.37, -0.58, 0.33, -0.06, -0.19, -0.07, 0.69, -0.35, 0.31, -0.56, -0.60, 0.28, 0.69, 0.31, 0.08, -0.08, 0.21, 0.36, -1.17, 0.31, -0.13, -0.57, -1.51, 0.51, 0.99, -0.03, 0.47, 0.42, 0.29, 0.29, 0.49, -0.01, -0.04, -0.11, -0.63, 0.18, 0.23, -0.36, 0.32, 0.30, -0.65, -0.26, -0.73, 0.23, 0.16, -0.45, -0.72, -0.53, 0.38, 0.07, 0.35, 0.32, 0.78, -1.42, -1.11, -0.58, 1.03, 0.03, 0.30, 0.34, -0.06, 0.43, 0.24, 0.51, 0.40, 0.09, -0.01, -0.69, -0.05, 0.38, 0.09, -1.42, 1.04, -0.17, -0.24, -0.45, 0.33, 0.37, -0.30, -0.31, 0.69, 0.15, 0.26, 0.23, 0.31, -0.29, 0.49, -0.75, 0.27, -0.15, 0.37, 0.13, -0.51, 0.11, 0.33, 0.37, -0.96, -0.63, 0.47, -0.01, 2.19, -1.09, -0.56, -0.39, 0.34, 0.33, -0.20, -0.41, 0.30, -0.26, 0.47, 0.43],
  "multiplicity": 1,
  "smiles": "CC(C)O.OCCO.OCCO.OCCO.OCCO.CCO.CCO.CCO.CCO.CCO.CCO.CCO",
  "orbital_gap_ev": 10.1
}